Record 1
{
  "formula": "C8H19S",
  "method": "ωB97M-V/def2-TZVPD",
  "elements": ["S", "C", "C", "C", "C", "C", "C", "C", "C", "H", "H", "H", "H", "H", "H", "H", "H", "H", "H", "H", "H", "H", "H", "H", "H", "H", "H", "H"],
  "xyz": [[4.1374, 0.0265, 1.2330], [-1.8427, -0.7576, -1.3637], [-2.5649, 0.4685, -0.7938], [-0.3259, -0.6186, -1.5550], [1.9092, -0.6139, -0.3094], [-2.3524, 0.7883, 0.6892], [2.4431, -0.6909, 1.1162], [-1.0617, 1.5662, 1.0196], [0.4763, -1.1599, -0.3665], [1.9234, 0.4262, -0.6499], [-0.0138, -1.1554, -2.4534], [-3.2018, 1.3828, 1.0267], [-0.4806, 1.7688, 0.1160], [-2.3969, -0.1407, 1.2640], [-0.0818, 0.4343, -1.7285], [3.9685, 0.9146, 2.2337], [-0.0411, -0.9238, 0.5654], [-3.6332, 0.3170, -0.9605], [2.5607, -1.1857, -0.9752], [2.5762, -1.7177, 1.4556], [-2.0398, -1.6262, -0.7248], [-2.2940, 1.3515, -1.3842], [-2.2984, -0.9896, -2.3274], [-1.2857, 2.5316, 1.4729], [0.5068, -2.2499, -0.4292], [-0.4218, 1.0307, 1.7257], [4.0194, 0.9757, 0.2805], [1.8155, -0.1529, 1.8230]],
  "total_charge": 1,
  "multiplicity": 1,
  "largest_force_ha_per_bohr": 0.0035
}



Record 2
{
  "formula": "C23H43BiN2OP3Se",
  "method": "ωB97M-V/def2-TZVPD",
  "elements": ["Bi", "Se", "P", "P", "P", "O", "N", "N", "C", "C", "C", "C", "C", "C", "C", "C", "C", "C", "C", "C", "C", "C", "C", "C", "C", "C", "C", "C", "C", "C", "C", "H", "H", "H", "H", "H", "H", "H", "H", "H", "H", "H", "H", "H", "H", "H", "H", "H", "H", "H", "H", "H", "H", "H", "H", "H", "H", "H", "H", "H", "H", "H", "H", "H", "H", "H", "H", "H", "H", "H", "H", "H", "H", "H"],
  "xyz": [[1.3224, 0.7659, -2.4831], [-2.6221, -1.2800, -1.7776], [2.4936, 0.8820, 0.1322], [-0.8070, 2.4564, -1.1890], [-0.6242, 0.1092, 1.7796], [2.4528, -7.5126, -0.3637], [0.7842, -7.5964, 1.1735], [0.5615, -2.8408, -0.6006], [-3.1001, -0.9324, -6.0021], [0.3555, -1.1545, 2.6958], [2.7576, 1.7650, 1.6929], [-0.0507, -4.9780, 0.3284], [-0.3328, -3.6484, -0.0219], [-1.1737, 3.4552, -2.6633], [1.3665, -0.0273, -4.6195], [-0.0185, 3.7457, -0.1126], [-2.2591, -0.7102, 1.9874], [-0.7692, 1.3942, 3.0965], [-4.2929, -0.0618, -3.6591], [1.5434, -6.9459, 0.2371], [2.0872, -4.6962, -0.7311], [-2.6753, -1.4669, -4.7873], [-2.4983, 2.4184, -0.4261], [-3.1915, -0.9176, -3.5920], [-4.1405, 0.0026, -6.0458], [1.7199, -3.3770, -1.0150], [-4.7775, 0.4202, -4.8770], [0.1821, -0.0172, -5.4703], [3.5944, -0.5552, 0.3351], [1.1895, -5.5136, -0.0245], [3.6016, 1.9252, -0.9186], [-1.0785, 0.9431, 4.0497], [1.8239, 0.9691, -4.7979], [2.1161, -0.8173, -4.5681], [-2.6373, -1.2847, -6.9236], [3.8394, 1.9454, 1.7442], [-0.0968, -1.3150, 3.6865], [-0.2767, 3.9124, -3.0949], [-4.7728, 0.2379, -2.7371], [3.7513, 1.4709, -1.9109], [3.0490, -5.0874, -1.0660], [-2.2342, -1.7088, 1.5368], [3.2034, 2.9381, -1.0339], [-0.5025, 4.6980, -0.3910], [1.0893, -8.5299, 1.4263], [-2.5084, 0.2054, -1.4120], [3.7219, -1.0751, -0.6164], [0.3272, -2.0862, 2.1175], [-1.5038, 2.1515, 2.7958], [4.5526, 1.9517, -0.3828], [-1.3221, -3.2376, 0.1755], [0.2023, 1.8874, 3.2233], [0.0166, 0.8907, -6.0622], [2.2261, 2.7230, 1.6786], [-3.0133, 3.3430, -0.7143], [-2.9996, -0.1056, 1.4526], [2.4427, 1.1664, 2.5535], [1.3976, -0.8288, 2.7989], [-0.1737, 3.5468, 0.9648], [1.0666, 3.8155, -0.3088], [4.5553, -0.1757, 0.6933], [-1.9014, 4.2399, -2.4246], [-1.6075, 2.7806, -3.4071], [-1.9356, -2.2610, -4.7089], [-5.6563, 1.0810, -4.9138], [-2.4805, 2.3303, 0.6690], [3.1560, -1.2456, 1.0592], [-4.4586, 0.3615, -7.0162], [-0.8244, -5.5449, 0.8501], [0.2542, -7.0736, 1.8469], [-2.5209, -0.7853, 3.0519], [2.3926, -2.7317, -1.5893], [-0.1109, -0.9611, -5.9361], [-3.0868, 1.5765, -0.8117]],
  "total_charge": 3,
  "de_lowest_ev": 3.710,
  "multiplicity": 1,
  "largest_force_ha_per_bohr": 0.0937
}



Record 3
{
  "formula": "C7H31NO8",
  "method": "ωB97M-V/def2-TZVPD",
  "elements": ["O", "O", "O", "O", "O", "O", "O", "O", "N", "C", "C", "C", "C", "C", "C", "C", "H", "H", "H", "H", "H", "H", "H", "H", "H", "H", "H", "H", "H", "H", "H", "H", "H", "H", "H", "H", "H", "H", "H", "H", "H", "H", "H", "H", "H", "H", "H"],
  "xyz": [[-1.1178, -3.9031, -0.7581], [1.7400, 2.2876, 2.6193], [-1.5891, -0.5785, -2.6456], [-0.6048, 1.8641, -2.0796], [3.1889, 1.5256, 0.3806], [0.1899, 3.0075, 0.3565], [-3.4310, 1.3545, -0.9215], [1.9498, 2.7279, -1.8628], [1.3635, -1.0673, 0.4610], [-1.5956, 0.5562, 2.1298], [1.6878, -1.5769, -1.8718], [-1.6694, -0.5708, 1.1532], [-0.8083, -1.8026, 1.5311], [1.9783, -2.0384, -0.4389], [-2.5212, 0.7239, 3.0635], [0.7143, -1.7090, 1.6236], [-0.8430, -4.4118, -1.5078], [-0.9349, 2.4830, -2.7516], [1.2558, 2.2699, 3.4359], [0.6619, -1.9436, -2.1063], [-1.2710, -2.1446, 2.4616], [-1.0090, -2.4622, 0.6507], [1.4418, -3.0127, -0.4109], [-3.7388, 0.7336, -1.6076], [2.2889, -1.9897, -2.6600], [-0.6782, 1.1931, 2.1224], [2.3379, 2.1784, -1.1534], [-2.7421, -0.8679, 1.0377], [-3.3996, 0.0694, 3.0479], [0.8875, 3.4076, -0.1723], [2.7808, 0.6661, 0.4487], [1.1725, 2.0320, 1.8741], [1.8105, -0.4814, -1.9591], [-1.4277, -0.2503, 0.1134], [-2.4724, 1.2825, -0.9849], [0.3830, 2.0075, -2.1014], [-2.5581, 1.5596, 3.7492], [-0.3907, 2.7486, -0.3848], [2.8383, 2.0730, 1.0983], [-1.9799, -3.4846, -0.7434], [0.9481, -1.0860, 2.4971], [3.0055, -2.2522, -0.2488], [-1.1169, 0.2418, -2.3771], [0.6703, -0.4717, -0.0058], [2.5728, 2.8360, -2.5944], [1.0819, -2.7118, 1.7869], [-1.0505, -1.0124, -3.2943]],
  "total_charge": 0,
  "de_lowest_ev": 2.156,
  "smiles": "C=CCCCNCC.O.O.O.O.O.O.O.O",
  "multiplicity": 1,
  "largest_force_ha_per_bohr": 0.0500
}



Computed values of total energy (unit: Ha) for the preceding records, in sequence: -714.101824 -4725.838801 -941.939101.